(1)
Molecular formula: C29H57BClIN3O8P
Method: DFT, wB97M-V/def2-TZVPD

The value obtained for the total energy is -82438.40891 eV. The relative energy (zero: lowest compared OMol25 entry of this formula, charge and spin) comes out at 0.0 kcal per mole. The HOMO-LUMO gap comes out at 0.2328 Eh.

CARTESIAN COORDINATES (ANGSTROEM)
C1 6.71 -0.27 -0.12
C2 6.41 1.19 0.30
O1 6.45 2.09 -0.78
C3 5.25 2.09 -1.55
C4 4.33 3.30 -1.25
C5 2.97 2.89 -0.60
C6 1.81 3.76 -1.10
C7 0.65 3.99 -0.12
C8 -0.07 2.75 0.48
C9 -1.56 2.95 0.03
C10 -1.78 2.63 -1.45
P1 -3.57 2.78 -1.83
O2 -3.83 3.48 -3.08
O3 -4.13 1.25 -1.92
C11 -4.99 1.00 -3.03
C12 -5.31 -0.50 -3.02
O4 -4.29 3.49 -0.56
C13 -5.48 2.86 -0.07
C14 -5.20 1.76 0.97
O5 0.26 1.49 -0.05
B1 -0.01 0.43 0.90
I1 -2.02 -0.64 0.58
C15 1.01 -0.85 0.91
Cl1 2.76 -0.41 0.80
C16 0.75 -1.80 2.11
C17 0.33 -3.23 1.69
O6 0.04 1.14 2.17
C18 -0.01 2.56 2.06
C19 1.24 3.10 2.81
C20 2.09 2.03 3.48
O7 2.95 2.75 4.40
N1 -1.29 2.86 2.75
C21 -1.53 4.30 2.88
C22 -1.36 2.19 4.02
C23 -2.24 0.96 4.13
O8 -0.82 2.57 4.99
H1 6.65 -0.38 -1.20
H2 7.70 -0.57 0.21
H3 5.99 -0.96 0.31
H4 5.44 1.27 0.80
H5 7.16 1.45 1.05
H6 5.51 2.11 -2.61
H7 4.74 1.13 -1.39
H8 4.09 3.74 -2.22
H9 4.84 4.00 -0.59
H10 3.10 2.91 0.48
H11 2.77 1.87 -0.91
H12 1.48 3.37 -2.06
H13 2.23 4.75 -1.30
H14 -0.10 4.56 -0.68
H15 0.99 4.68 0.66
H16 -2.23 2.32 0.60
H17 -1.90 3.97 0.24
H18 -1.52 1.61 -1.71
H19 -1.24 3.30 -2.12
H20 -4.52 1.21 -3.98
H21 -5.94 1.51 -2.94
H22 -5.85 -0.77 -3.93
H23 -4.39 -1.08 -2.95
H24 -5.95 -0.77 -2.18
H25 -6.05 3.64 0.44
H26 -6.14 2.51 -0.87
H27 -6.05 1.76 1.66
H28 -5.12 0.78 0.53
H29 -4.30 2.05 1.50
H30 0.79 -1.43 0.01
H31 0.03 -1.34 2.79
H32 1.70 -1.88 2.65
H33 -0.71 -3.42 1.94
H34 0.44 -3.38 0.62
H35 0.99 -3.95 2.19
H36 0.99 3.81 3.60
H37 1.91 3.65 2.15
H38 1.51 1.34 4.08
H39 2.74 1.54 2.76
H40 3.85 2.40 4.32
H41 -0.75 4.90 2.41
H42 -1.60 4.63 3.92
H43 -2.47 4.60 2.40
H44 -1.57 0.10 4.23
H45 -2.83 0.81 3.23
H46 -2.86 1.01 5.02
C24 1.17 -9.39 -2.22
C25 0.81 -8.38 -1.14
N2 0.19 -7.16 -1.68
C26 -0.01 -6.01 -0.94
C27 -0.57 -5.11 -1.77
N3 -0.71 -5.71 -3.00
C28 -0.25 -6.96 -2.91
C29 -1.25 -5.10 -4.21
H47 1.85 -8.95 -2.95
H48 1.67 -10.25 -1.77
H49 0.29 -9.75 -2.74
H50 1.70 -8.09 -0.60
H51 0.11 -8.82 -0.43
H52 0.27 -5.98 0.10
H53 -0.90 -4.09 -1.64
H54 -0.25 -7.68 -3.72
H55 -2.13 -5.66 -4.54
H56 -0.50 -5.11 -4.99
H57 -1.54 -4.08 -4.00

---

(2)
Molecular formula: C29H57CdCl3N2O3PSi
Method: DFT, wB97M-V/def2-TZVPD

The value obtained for the total energy is -99422.30226 eV. The relative energy (zero: lowest compared OMol25 entry of this formula, charge and spin) comes out at 72.8 kcal per mole. The charge is -1. The HOMO-LUMO gap comes out at 0.1968 Eh.

CARTESIAN COORDINATES (ANGSTROEM)
C1 -2.64 -2.06 -5.38
C2 -1.88 -2.49 -4.18
H1 -3.17 -2.91 -5.81
H2 -2.07 -1.63 -6.23
H3 -3.38 -1.34 -5.03
C3 -0.87 -3.38 -4.20
C4 -0.57 -4.25 -5.37
H4 -0.24 -3.50 -3.28
H5 -0.09 -3.60 -6.16
H6 -1.56 -4.63 -5.71
H7 0.00 -5.17 -5.09
Cd1 0.02 2.29 1.08
Cl1 -2.51 2.15 0.87
Cl2 1.83 3.36 0.00
H8 1.45 5.86 2.92
H9 -1.40 7.58 2.73
C5 1.04 6.03 1.91
C6 -1.25 7.09 1.74
N1 -0.43 5.88 1.89
H10 1.51 5.30 1.23
C7 -0.95 4.74 2.30
O1 -0.20 3.78 2.64
H11 -2.23 6.81 1.30
H12 -2.06 4.63 2.30
H13 1.25 7.03 1.55
H14 -0.68 7.74 1.05
H15 2.61 -0.23 -3.33
H16 1.99 -2.88 -3.62
C8 3.35 -0.57 -2.60
C9 2.86 -2.96 -2.93
N2 2.87 -1.81 -2.03
H17 3.38 0.15 -1.77
C10 3.04 -1.97 -0.68
O2 3.16 -1.03 0.10
H18 2.73 -3.85 -2.29
H19 3.06 -3.05 -0.43
H20 4.32 -0.69 -3.11
H21 3.79 -2.98 -3.53
O3 -0.95 -0.33 -3.23
C11 -1.88 -1.43 -3.05
C12 -0.26 -2.31 -1.45
C13 -1.57 -1.89 -1.67
H22 0.52 -2.08 -2.17
C14 0.04 -3.12 -0.38
H23 -2.89 -1.06 -2.85
C15 -2.53 -1.99 -0.66
H24 1.05 -3.56 -0.37
C16 -0.97 -3.45 0.51
C17 -2.24 -2.76 0.47
H25 -3.50 -1.45 -0.80
H26 -0.74 -4.20 1.27
H27 -3.05 -2.94 1.20
Si1 -0.86 1.18 -3.83
Cl3 0.48 0.17 0.08
C18 0.98 1.56 -3.77
C19 -1.91 2.31 -2.72
C20 -1.58 1.15 -5.45
H28 1.55 1.80 -2.86
H29 1.16 2.43 -4.43
H30 1.62 0.80 -4.24
H31 -1.14 0.27 -5.96
H32 -1.40 2.14 -5.96
H33 -2.65 0.90 -5.32
H34 -2.77 1.88 -2.19
H35 -2.40 2.95 -3.46
H36 -1.42 3.00 -2.02
C21 2.19 -2.34 2.95
C22 0.81 -1.94 3.50
C23 0.80 -2.15 5.05
P1 0.24 -0.33 2.94
C24 -1.55 -0.07 3.39
C25 -2.23 -1.31 3.98
C26 -1.88 1.16 4.21
C27 1.32 0.97 3.68
C28 1.46 0.91 5.22
C29 2.70 1.00 3.01
H37 3.01 -1.82 3.46
H38 2.29 -2.12 1.88
H39 2.36 -3.42 3.09
H40 0.07 -2.63 3.05
H41 1.78 -1.83 5.50
H42 -0.04 -1.60 5.53
H43 0.67 -3.24 5.23
H44 -1.97 0.07 2.37
H45 -1.97 -1.46 5.04
H46 -3.32 -1.13 3.97
H47 -2.05 -2.26 3.44
H48 -1.47 2.06 3.74
H49 -2.97 1.26 4.21
H50 -1.53 1.04 5.25
H51 0.84 1.95 3.47
H52 2.22 0.17 5.53
H53 1.79 1.90 5.58
H54 0.51 0.69 5.71
H55 2.68 0.58 2.00
H56 3.05 2.03 2.90
H57 3.45 0.45 3.58